[1]
C23H19N2 | the ωB97M-V functional and the def2-TZVPD basis

XYZ file:
```
44
Properties=species:S:1:pos:R:3:nbo_charge:R:1
C 0.027 0.110 0.288 0.11
C 0.643 -0.785 1.345 -0.06
C 0.004 -2.006 1.559 -0.22
C 0.581 -2.977 2.381 -0.18
C 1.738 -2.666 3.107 -0.22
C 2.302 -1.393 2.985 -0.13
C 1.791 -0.452 2.076 -0.23
C 0.717 1.434 -0.034 0.04
C -0.257 2.435 -0.171 -0.08
C 0.081 3.768 -0.421 -0.17
C 1.436 4.096 -0.525 -0.18
C 2.406 3.096 -0.405 -0.20
C 2.061 1.753 -0.151 -0.23
C -1.570 1.889 0.164 0.03
C -1.422 0.549 0.562 -0.08
C -2.508 -0.126 1.104 -0.20
C -3.696 0.582 1.324 -0.20
C -3.862 1.890 0.865 -0.18
C -2.791 2.559 0.274 -0.21
H -0.960 -2.207 1.085 0.20
H 0.100 -3.951 2.440 0.23
H 2.192 -3.423 3.755 0.23
H 3.167 -1.111 3.587 0.22
H 2.262 0.527 1.941 0.23
H -0.723 4.494 -0.516 0.22
H 1.721 5.137 -0.698 0.23
H 3.457 3.345 -0.520 0.23
H 2.812 0.975 -0.052 0.22
H -2.450 -1.184 1.330 0.22
H -4.491 0.065 1.851 0.23
H -4.823 2.389 0.976 0.23
H -2.850 3.591 -0.067 0.23
C 1.101 -2.794 -3.744 -0.66
C 0.558 -1.946 -2.666 0.17
C 1.048 -1.299 -1.591 -0.05
N -0.033 -0.681 -0.946 -0.29
C -1.155 -0.960 -1.632 0.26
N -0.798 -1.734 -2.666 -0.47
H 2.191 -2.876 -3.674 0.26
H 0.678 -3.814 -3.693 0.24
H 0.844 -2.408 -4.748 0.25
H 2.076 -1.181 -1.283 0.26
H -2.149 -0.576 -1.471 0.27
H -1.457 -2.134 -3.325 0.45
```

## Properties
- net charge = +1
- gap between HOMO and LUMO (eV) = 8.6
- energy above the lowest of the compared OMol25 structures with the same formula, charge and spin (kcal/mol) = 0.0



[2]
C34H30F3N3O6P | the ωB97M-V functional and the def2-TZVPD basis

XYZ file:
```
77
Properties=species:S:1:pos:R:3:lowdin_charge:R:1
C 4.096 3.801 -4.590 -0.05
C 2.538 3.515 -4.887 -0.38
O 1.786 4.601 -4.277 -0.06
C 2.330 3.497 -6.482 -0.12
N 2.275 2.146 -7.108 0.08
C 1.241 1.279 -6.606 -0.25
N -0.130 1.440 -7.005 -0.11
P -1.178 2.229 -5.818 0.91
C -1.592 3.996 -6.440 -0.25
O -0.368 2.529 -4.335 -0.33
N 1.633 0.261 -5.804 0.24
C 0.749 -0.764 -5.259 -0.41
F -0.042 -0.368 -4.204 0.12
F 1.614 -1.778 -4.744 0.06
F -0.009 -1.434 -6.244 0.12
H 4.248 3.513 -3.488 0.10
H 4.716 3.104 -5.251 0.08
H 4.345 4.888 -4.788 0.10
H 2.262 2.542 -4.365 0.12
H 1.094 4.921 -4.885 0.08
H 3.265 4.009 -6.913 0.15
H 1.463 4.168 -6.831 0.12
H 3.184 1.670 -7.152 0.14
H -0.538 0.610 -7.447 0.11
H -1.703 4.634 -5.490 0.07
H -0.651 4.376 -6.956 0.02
H -2.514 4.016 -7.097 0.06
H -1.029 2.250 -3.656 0.07
H 2.644 0.195 -5.577 0.20
C 2.143 1.329 4.381 -0.04
C 2.002 2.428 3.536 -0.05
C 1.762 2.237 2.180 0.00
C 1.673 0.944 1.663 -0.09
C 1.839 -0.156 2.506 -0.10
C 2.063 0.040 3.869 0.01
C 1.796 -1.532 1.962 -0.32
O 1.937 -2.492 2.697 0.11
C 1.588 -1.723 0.508 -0.10
C 1.603 -3.011 -0.029 0.01
C 1.395 -3.199 -1.391 -0.03
C 1.162 -2.104 -2.222 -0.06
C 1.154 -0.818 -1.688 0.00
C 1.376 -0.626 -0.325 -0.08
C 1.399 0.750 0.222 -0.28
O 1.200 1.709 -0.507 0.09
H 2.322 1.480 5.440 0.11
H 2.078 3.433 3.935 0.11
H 1.647 3.096 1.528 0.12
H 2.179 -0.811 4.531 0.13
H 1.780 -3.868 0.612 0.13
H 1.412 -4.201 -1.807 0.11
H 0.993 -2.254 -3.281 0.07
H 0.978 0.032 -2.334 0.09
C -1.212 -3.217 2.591 -0.04
C -1.126 -1.828 2.647 -0.06
C -1.698 -1.137 3.707 0.01
C -2.369 -1.833 4.713 -0.08
C -2.475 -3.222 4.645 -0.08
C -1.885 -3.914 3.587 0.01
C -3.227 -3.969 5.680 -0.28
O -3.318 -5.182 5.623 0.11
C -3.874 -3.216 6.779 -0.08
C -4.633 -3.900 7.729 0.00
C -5.233 -3.203 8.772 -0.05
C -5.070 -1.824 8.875 -0.05
C -4.319 -1.138 7.928 0.00
C -3.727 -1.832 6.872 -0.09
C -2.959 -1.088 5.849 -0.28
O -2.818 0.120 5.935 0.10
H -0.757 -3.757 1.767 0.10
H -0.612 -1.284 1.863 0.09
H -1.623 -0.055 3.748 0.12
H -1.953 -4.995 3.536 0.12
H -4.762 -4.974 7.656 0.12
H -5.828 -3.736 9.507 0.11
H -5.532 -1.282 9.694 0.11
H -4.199 -0.063 8.011 0.12
```

## Properties
- net charge = +1
- gap between HOMO and LUMO (eV) = 5.6



[3]
C18H19N3O2S | the ωB97M-V functional and the def2-TZVPD basis

XYZ file:
```
43
Properties=species:S:1:pos:R:3:nbo_charge:R:1
O -1.213 -1.625 -0.049 -0.63
C -0.680 -0.532 0.006 0.65
N -1.347 0.642 0.071 -0.60
H -0.814 1.492 0.127 0.40
C -2.804 0.748 0.087 -0.03
C -3.340 0.104 1.370 -0.41
H -2.906 0.641 2.219 0.20
C -4.862 0.108 1.494 -0.40
C -5.531 -0.895 0.554 -0.40
C -5.884 -0.337 -0.827 -0.39
C -4.830 0.588 -1.443 -0.40
H -4.961 1.602 -1.059 0.19
C -3.385 0.154 -1.201 -0.42
H -2.763 0.509 -2.028 0.21
H -3.303 -0.931 -1.172 0.23
H -5.014 0.633 -2.519 0.21
H -6.823 0.217 -0.764 0.20
H -6.053 -1.183 -1.497 0.20
H -6.455 -1.259 1.010 0.21
H -4.870 -1.755 0.444 0.20
H -5.105 -0.164 2.524 0.21
H -5.255 1.112 1.322 0.19
H -2.982 -0.925 1.408 0.23
H -3.029 1.821 0.105 0.19
C 0.792 -0.415 0.004 -0.29
C 1.625 0.663 0.032 -0.17
C 2.989 0.290 0.013 -0.27
C 3.162 -1.099 -0.031 0.06
N 4.344 -1.715 -0.056 -0.50
C 5.413 -0.962 -0.040 0.41
C 6.694 -1.577 -0.065 -0.22
C 7.831 -0.835 -0.050 -0.15
C 7.740 0.577 -0.008 -0.28
C 6.517 1.158 0.017 0.05
N 5.368 0.426 0.002 -0.40
C 4.128 1.152 0.032 0.66
O 4.143 2.365 0.069 -0.60
H 6.358 2.227 0.050 0.25
H 8.628 1.185 0.005 0.23
H 8.801 -1.307 -0.070 0.22
H 6.700 -2.653 -0.097 0.24
S 1.652 -1.935 -0.049 0.50
H 1.323 1.695 0.064 0.23
```

## Properties
- net charge = 0
- gap between HOMO and LUMO (eV) = 7.7
- energy above the lowest of the compared OMol25 structures with the same formula, charge and spin (kcal/mol) = 10.3



Listing HOMO level for the structures above in their given order: -11.24; -10.84; -7.99 eV.
Listing total energy for the structures above in their given order: -27134.3344; -69933.5608; -38376.3854 eV.
Listing LUMO level for the structures above in their given order: -0.096; -0.192; -0.012 Ha.